Record 1
{"formula": "C15H23NOS", "method": "wB97M-V/def2-TZVPD", "symbols": ["C", "C", "C", "C", "H", "H", "C", "C", "C", "C", "C", "C", "S", "N", "H", "C", "O", "C", "C", "C", "C", "H", "H", "H", "H", "H", "H", "H", "H", "H", "H", "H", "H", "H", "H", "H", "H", "H", "H", "H", "H"], "coordinates": [[5.171, 1.865, -0.113], [5.342, 0.754, 0.851], [4.732, -0.465, 0.360], [3.115, -0.510, 0.175], [2.841, 0.064, -0.734], [2.544, -0.219, 1.181], [2.384, -1.971, -0.020], [0.969, -1.735, -0.469], [0.301, -1.587, -1.642], [-1.016, -1.564, -1.585], [-1.842, -1.354, -0.404], [-1.226, -1.570, 0.734], [-1.838, -1.822, 2.201], [0.269, -1.686, 0.822], [0.695, -1.890, 1.557], [-3.357, -1.572, -0.321], [-3.889, -2.715, -0.291], [-3.942, -0.234, -0.587], [-3.276, 0.977, 0.249], [-4.019, 2.299, 0.194], [-5.523, 2.312, 0.315], [-5.954, 3.435, 0.476], [-6.064, 1.813, -0.217], [-5.717, 2.024, 1.596], [-3.462, 3.140, 0.465], [-3.748, 2.569, -0.974], [-2.283, 0.757, 0.209], [-3.559, 0.709, 1.300], [-3.740, 0.092, -1.578], [-4.952, -0.324, -0.512], [-1.545, -1.326, -2.580], [0.887, -1.612, -2.590], [2.749, -2.534, 0.609], [2.900, -2.303, -1.145], [5.005, -0.923, -0.551], [4.839, -1.126, 1.164], [6.262, 0.590, 0.936], [4.680, 1.117, 2.029], [5.630, 2.793, 0.167], [5.467, 1.662, -1.030], [4.172, 2.071, -0.245]], "nbo_charge": [-0.6136, -0.2932, -0.4187, -0.3637, 0.2003, 0.1963, -0.3941, 0.3363, -0.3697, -0.0442, -0.2978, 0.0416, -0.1771, -0.4923, 0.3825, 0.6296, -0.5059, -0.5141, -0.3904, -0.4050, -0.5237, 0.2200, 0.1628, 0.1709, 0.2372, 0.1557, 0.2249, 0.2074, 0.2259, 0.2204, 0.2222, 0.2439, 0.1997, 0.1754, 0.2078, 0.2005, 0.1833, 0.1533, 0.2077, 0.1978, 0.2004], "homo_lumo_gap_ev": 7.04, "e_homo_ev": -7.69, "energy_ha": -1113.15085, "de_lowest_ev": 11.713, "spin_multiplicity": 1}


Record 2
{"formula": "C15H24AsBrN4OTi", "method": "wB97M-V/def2-TZVPD", "symbols": ["Ti", "Br", "C", "C", "C", "N", "C", "C", "H", "H", "H", "H", "N", "C", "N", "O", "H", "H", "H", "H", "C", "As", "C", "C", "H", "H", "H", "H", "H", "H", "H", "H", "H", "N", "C", "C", "C", "C", "C", "C", "H", "H", "H", "H", "H", "H", "H"], "coordinates": [[0.156, -0.586, -0.444], [6.308, 1.573, -1.394], [4.611, 0.983, -1.104], [4.316, 0.135, -0.012], [3.037, -0.297, 0.167], [2.008, 0.051, -0.673], [2.300, 0.885, -1.727], [3.556, 1.359, -1.965], [5.094, -0.174, 0.674], [2.796, -0.945, 1.003], [1.476, 1.159, -2.375], [3.738, 2.011, -2.809], [-2.672, 0.243, -3.069], [-1.459, -0.249, -3.126], [-0.868, -0.607, -4.238], [-0.780, -0.395, -1.981], [-3.235, 0.367, -3.904], [-3.088, 0.523, -2.194], [-1.328, -0.519, -5.139], [0.049, -1.030, -4.239], [-0.096, 3.018, 0.053], [-0.508, 1.449, 1.109], [0.570, 1.605, 2.702], [-2.357, 1.634, 1.620], [-0.403, 3.884, 0.643], [-0.649, 3.019, -0.885], [0.975, 3.080, -0.134], [0.343, 2.580, 3.138], [1.627, 1.569, 2.444], [0.327, 0.827, 3.422], [-2.421, 2.536, 2.233], [-2.693, 0.781, 2.201], [-2.980, 1.761, 0.737], [0.444, -2.643, -0.169], [-0.621, -2.372, 0.751], [-0.288, -1.880, 2.031], [-1.306, -1.684, 2.959], [-2.626, -1.937, 2.602], [-2.956, -2.341, 1.303], [-1.962, -2.558, 0.365], [0.187, -3.269, -0.934], [1.293, -3.008, 0.268], [0.754, -1.805, 2.335], [-1.064, -1.392, 3.974], [-3.410, -1.837, 3.344], [-3.989, -2.542, 1.047], [-2.205, -2.967, -0.611]], "nbo_charge": [1.7147, 0.4282, 0.0043, -0.2236, 0.0532, -0.6453, 0.0610, -0.2417, 0.2979, 0.2263, 0.2295, 0.2967, -0.7112, 0.8093, -0.7110, -0.7629, 0.4672, 0.4434, 0.4677, 0.4477, -0.9241, 1.0173, -0.9153, -0.9160, 0.2977, 0.2567, 0.2604, 0.2961, 0.2607, 0.2626, 0.2964, 0.2612, 0.2603, -0.8359, 0.0239, -0.2379, -0.1546, -0.1028, -0.1304, -0.2210, 0.4530, 0.4591, 0.2611, 0.2807, 0.2878, 0.2857, 0.2658], "homo_lumo_gap_ev": 6.39, "e_homo_ev": -21.22, "energy_ha": -6538.02468, "charge": 4, "de_lowest_ev": 0.000, "spin_multiplicity": 1}


Record 3
{"formula": "C15H24BF7NPdSSb", "method": "wB97M-V/def2-TZVPD", "symbols": ["Pd", "F", "C", "F", "F", "C", "C", "C", "C", "N", "C", "S", "H", "H", "H", "C", "C", "C", "Sb", "C", "C", "C", "C", "C", "C", "H", "H", "H", "H", "H", "H", "H", "H", "H", "H", "H", "H", "H", "H", "H", "H", "H", "H", "H", "H", "H", "F", "B", "F", "F", "F"], "coordinates": [[-1.157, -0.405, -0.530], [0.759, -2.353, -4.723], [-0.438, -2.883, -4.983], [-0.826, -2.436, -6.191], [-0.275, -4.213, -5.101], [-1.457, -2.553, -3.932], [-2.745, -3.057, -4.072], [-3.722, -2.790, -3.128], [-3.388, -2.000, -2.041], [-2.159, -1.514, -1.930], [-1.183, -1.768, -2.819], [0.261, -0.961, -2.217], [-2.977, -3.671, -4.933], [-4.723, -3.182, -3.228], [-4.080, -1.745, -1.250], [1.214, 2.502, 3.339], [0.133, 2.305, 2.282], [-0.199, 3.596, 1.540], [0.608, 0.728, 0.906], [1.481, -0.781, 2.152], [1.876, -1.989, 1.307], [0.491, -1.159, 3.251], [2.267, 1.355, -0.316], [1.813, 2.276, -1.447], [3.445, 1.948, 0.449], [0.870, 3.237, 4.072], [2.143, 2.881, 2.913], [1.440, 1.583, 3.882], [-0.773, 1.931, 2.757], [0.674, 4.000, 1.022], [-0.533, 4.355, 2.252], [-0.997, 3.451, 0.811], [2.379, -0.338, 2.591], [1.002, -2.432, 0.824], [2.335, -2.753, 1.940], [2.590, -1.735, 0.521], [-0.425, -1.575, 2.824], [0.198, -0.307, 3.868], [0.929, -1.915, 3.909], [2.585, 0.400, -0.748], [1.530, 3.257, -1.062], [0.964, 1.872, -2.000], [2.630, 2.430, -2.157], [3.196, 2.932, 0.850], [4.295, 2.082, -0.225], [3.773, 1.317, 1.277], [-2.359, 0.553, 2.520], [-3.200, 0.026, 1.539], [-2.709, -1.271, 1.170], [-3.049, 0.801, 0.333], [-4.509, -0.031, 1.924]], "mulliken_charge": [0.0993, -0.2454, 0.6037, -0.2544, -0.2552, -0.1398, -0.4556, -1.0181, -0.2179, -0.4833, 1.4436, -0.5637, 0.4526, 0.4044, 0.5042, -1.2731, 0.6270, -1.5240, 1.1785, 0.3254, -1.5167, -1.3753, 0.4252, -1.3879, -1.5058, 0.4625, 0.2144, 0.2766, 0.1645, 0.2788, 0.4347, 0.3628, 0.3973, 0.2485, 0.4336, 0.3531, 0.2630, 0.2965, 0.4540, 0.3379, 0.2970, 0.2375, 0.4236, 0.2913, 0.4441, 0.3403, -0.3450, 0.7291, -0.4356, -0.5060, -0.3022], "homo_lumo_gap_ev": 7.94, "e_homo_ev": -8.80, "energy_ha": -2131.21252, "de_lowest_ev": 0.000, "spin_multiplicity": 1}